Entry from the OMol25 dataset: a structure of composition C25H17Cl3GeN5S2W (ωB97M-V with the def2-TZVPD basis set).

Atoms and positions in Å:
W -0.4389 1.0926 -0.5802
C -1.5515 0.4320 -3.7656
C -0.3329 1.3400 -3.8003
C 0.1168 2.0717 -4.8164
C 1.2966 2.7431 -4.7322
C 2.1027 2.6385 -3.6504
C 1.5985 2.0028 -2.4810
N 0.3672 1.3472 -2.5072
C 2.4645 1.6331 -1.3727
C 3.7924 1.7076 -1.3464
C 4.5226 1.0756 -0.3382
C 3.8037 0.5188 0.6594
C 2.3659 0.4647 0.6485
N 1.7489 1.0042 -0.3980
C 1.4507 -0.1408 1.6239
C 1.8968 -0.9199 2.7438
C 1.0304 -1.2169 3.7236
C -0.1970 -0.6055 3.6458
C -0.6048 0.1534 2.5399
C -1.9016 0.8636 2.6550
N 0.1830 0.2533 1.4482
H -2.0288 0.5391 -4.6912
H -2.1759 0.6327 -2.9631
H -1.4078 -0.6210 -3.7944
H -0.5792 1.9857 -5.6506
H 1.6616 3.3656 -5.5539
H 3.0798 3.0761 -3.5887
H 4.3887 2.1831 -2.0699
H 5.5445 1.0748 -0.3612
H 4.4528 0.1587 1.4961
H 3.0077 -1.0978 2.5670
H 1.2478 -1.8131 4.6174
H -0.8413 -0.6730 4.4866
H -1.9333 1.3994 3.5836
H -2.7264 0.1101 2.7680
H -2.1254 1.4993 1.8336
S -2.2839 -0.2692 -0.2481
C -1.9476 -1.8982 -0.0740
C -2.7543 -2.8527 0.5463
C -2.2603 -4.1339 0.6764
C -3.0570 -5.1306 1.3231
N -3.8594 -5.9010 1.7466
C -0.9168 -4.5568 0.2688
C -0.1353 -3.7604 -0.4469
C -0.6339 -2.3193 -0.5765
S 0.4209 -1.2385 -1.3052
C -0.4920 -5.8947 0.6097
N -0.3805 -6.9626 0.8443
H -3.7079 -2.3371 0.7632
H 0.7436 -3.9979 -0.9908
Cl 0.0011 2.9859 0.5780
Ge -5.7310 8.5017 7.3272
Cl -4.2479 7.0431 7.6560
Cl -2.0368 2.4433 -1.2768

Output
M   814.39 Da
LUMO level (spin up / spin down)   -13.2 / -14.1 eV
HOMO (spin up / spin down)   -19.3 / -19.3 eV
2S+1   2
Net charge   +4
HOMO-LUMO gap (spin up / spin down)   0.2244 / 0.1935 hartree


Entry from the OMol25 dataset: a structure of composition C30H48BN7Re (ωB97M-V with the def2-TZVPD basis set).

Atoms and positions in Å:
Re -0.1507 -0.0628 -0.5274
C 3.0097 -1.3634 3.7491
C 2.2508 -1.6853 2.5052
C 2.1009 -2.8999 1.8728
C 1.3712 -2.6555 0.7053
N 1.0037 -1.3625 0.6935
N 1.6046 -0.7681 1.7615
B 1.5964 0.7459 1.9068
N 0.1392 1.2540 2.0269
N -0.7493 1.1222 0.9770
C -1.8333 1.9209 1.2613
C -1.6112 2.5075 2.4935
C -0.3622 2.0928 2.9336
C 0.3513 2.4844 4.1809
C -3.1194 2.1621 0.4848
C -4.2627 1.5008 1.2753
C -3.3515 3.6845 0.4344
C -3.1468 1.6624 -0.9559
N 2.1976 1.3367 0.5931
N 1.4874 1.0895 -0.5495
C 2.0119 1.8458 -1.5533
C 3.0825 2.5431 -1.0490
C 3.1591 2.2131 0.3205
C 4.1007 2.7269 1.3508
C 1.3928 1.7907 -2.9269
C 1.8876 2.9705 -3.7652
C -0.1331 1.8977 -2.7836
C 1.7659 0.4662 -3.6056
C 1.2306 -3.6870 -0.4011
C 0.6309 -3.1512 -1.7007
C 2.6541 -4.1773 -0.7371
C 0.3913 -4.8742 0.0913
H 3.4369 -2.2763 4.1563
H 2.3643 -0.9201 4.5074
H 3.8234 -0.6660 3.5514
H 2.5382 -3.8330 2.1803
H 2.2216 1.0935 2.8566
H -2.2746 3.1701 3.0208
H -0.3160 3.0619 4.8156
H 1.2247 3.0970 3.9565
H 0.6906 1.6096 4.7338
H -4.4029 1.9826 2.2427
H -4.0677 0.4407 1.4555
H -5.1957 1.5860 0.7182
H -3.5146 4.1088 1.4235
H -4.2404 3.8912 -0.1631
H -2.5052 4.1976 -0.0253
H -2.8077 0.6345 -1.0569
H -2.5594 2.3035 -1.6084
H -4.1755 1.6940 -1.3168
H 3.7256 3.2294 -1.5724
H 4.8557 3.3553 0.8856
H 4.5990 1.9076 1.8681
H 3.5717 3.3215 2.0964
H 1.6569 3.9236 -3.2880
H 1.4138 2.9561 -4.7468
H 2.9653 2.9116 -3.9190
H -0.4197 2.7919 -2.2338
H -0.5760 0.9979 -2.2747
H -0.6286 1.9029 -3.7557
H 2.8384 0.4125 -3.7926
H 1.2468 0.3646 -4.5598
H 1.5064 -0.3936 -2.9751
H 1.1219 -2.2203 -2.0268
H -0.4402 -2.9987 -1.6153
H 0.7875 -3.8833 -2.4927
H 3.2728 -3.3565 -1.1057
H 2.5971 -4.9382 -1.5165
H 3.1548 -4.6187 0.1213
H -0.6128 -4.5545 0.3813
H 0.8509 -5.3634 0.9491
H 0.2951 -5.6136 -0.7051
C -2.0109 -1.8742 1.8209
C -2.4777 -1.9214 0.4210
C -3.6634 -2.5714 -0.0494
C -3.6695 -2.4612 -1.4084
C -2.5057 -1.7253 -1.7711
C -2.0879 -1.3626 -3.1411
N -1.7914 -1.3965 -0.6411
H -1.9794 -2.8911 2.2218
H -2.7279 -1.3286 2.4419
H -1.0312 -1.4181 1.9172
H -4.3911 -3.0575 0.5812
H -4.3998 -2.8420 -2.1048
H -2.3967 -2.1344 -3.8455
H -1.0098 -1.2221 -3.2252
H -2.5799 -0.4333 -3.4498

Output
M   703.78 Da
LUMO level (spin up / spin down)   -7.3 / -7.8 eV
HOMO (spin up / spin down)   -13.5 / -13.5 eV
2S+1   2
Net charge   +2
HOMO-LUMO gap (spin up / spin down)   0.2279 / 0.2115 hartree


Entry from the OMol25 dataset: a structure of composition C23H35OPtS (ωB97M-V with the def2-TZVPD basis set).

Atoms and positions in Å:
C -1.9457 -1.0714 0.9388
C -2.1883 -1.1519 -0.4396
C -2.3358 0.1336 -0.9936
C -2.1379 1.1218 0.0513
C -1.8541 0.3336 1.3285
Pt -0.0935 1.0807 0.5470
C 1.5316 2.1343 -1.8784
C 1.6449 1.6719 -0.4486
H 2.4867 0.9871 -0.2722
C 1.3135 2.5708 0.6648
H 0.9529 3.5765 0.4398
H 1.8963 2.4547 1.5836
C 2.8660 2.5576 -2.4583
H 3.6063 1.7556 -2.3579
H 2.7752 2.8074 -3.5201
H 3.2382 3.4414 -1.9233
C 0.4337 3.1476 -2.1190
H -0.5363 2.7395 -1.8020
H 0.6301 4.0660 -1.5517
H 0.3632 3.4087 -3.1807
C -2.3747 -2.4339 -1.1775
H -1.6178 -3.1724 -0.8802
H -3.3607 -2.8766 -0.9728
H -2.2965 -2.2883 -2.2596
C -2.7229 0.4431 -2.3862
H -2.1377 -0.1475 -3.1041
H -3.7876 0.2252 -2.5714
H -2.5544 1.5021 -2.6159
C -2.6996 2.4967 0.0786
H -2.7284 2.9185 -0.9323
H -3.7190 2.5077 0.4866
H -2.0579 3.1330 0.6985
C -2.1612 0.8557 2.6825
H -1.9550 1.9286 2.7178
H -3.2072 0.6750 2.9560
H -1.5141 0.3602 3.4169
C -1.9372 -2.1962 1.8940
H -1.4677 -1.8981 2.8380
H -2.9588 -2.5395 2.1220
H -1.3872 -3.0595 1.4948
C 0.9484 -0.6185 -2.4773
C 1.0237 0.6463 -2.8697
C 0.5256 -1.7055 -3.2004
C 0.6614 0.9310 -4.1910
H 1.3276 -0.2604 -1.4196
C 0.1139 -1.4244 -4.5149
H 0.5262 -2.7032 -2.7672
C 0.1792 -0.1087 -4.9984
H 0.7491 1.9441 -4.5909
H -0.2468 -2.2286 -5.1575
H -0.1376 0.1164 -6.0194
C 3.4581 -1.5061 1.4468
S 1.8123 -1.8884 2.0464
C 2.1981 -2.1767 3.7764
O 1.0612 -0.5675 2.0450
H 4.1396 -2.2880 1.8004
H 3.7474 -0.5165 1.8197
H 3.4207 -1.5192 0.3505
H 2.5092 -1.2261 4.2247
H 1.2862 -2.5518 4.2556
H 2.9864 -2.9336 3.8348

Output
M   554.68 Da
LUMO level (spin up / spin down)   -1.9 / -5.7 eV
HOMO (spin up / spin down)   -7.9 / -11.6 eV
2S+1   5
Net charge   +1
HOMO-LUMO gap (spin up / spin down)   0.2220 / 0.2162 hartree


Entry from the OMol25 dataset: a structure of composition C17H29BrHgSi2 (ωB97M-V with the def2-TZVPD basis set).

Atoms and positions in Å:
C -2.1565 -0.8632 -1.0095
C -2.2206 -1.3506 0.3331
C -2.2514 -0.2270 1.2189
H -2.3141 -2.3833 0.6188
C -2.2414 0.9668 0.4023
C -2.1976 0.5538 -0.9710
H -2.1794 1.2333 -1.8229
H -2.1271 -1.4677 -1.8897
H -2.3595 -0.2556 2.2928
H -2.2347 1.9938 0.7614
Hg 0.8188 -0.0254 -3.1968
Br 1.8304 -0.9460 -1.1047
C 2.6650 0.7310 -4.6710
C 1.5163 1.5304 -5.0526
C 0.5306 0.6510 -5.5907
H 1.4913 2.6174 -5.0757
C 1.0546 -0.6885 -5.5557
C 2.3618 -0.6368 -4.9767
H 3.0470 -1.4694 -4.8744
H 3.6156 1.1086 -4.3106
H -0.3825 0.9541 -6.1020
H 0.5837 -1.5703 -5.9909
C 1.9789 1.8736 4.5393
Si 0.6152 1.5140 3.2949
C -1.0523 1.7419 4.1652
C 0.6642 2.7970 1.9146
C 0.8270 -0.1508 2.5967
Si 0.6681 -1.7483 3.4723
C -1.0075 -1.9734 4.3230
C 0.7694 -3.1176 2.1738
C 2.0536 -1.9461 4.7285
H 1.7890 2.8789 4.9418
H 2.9669 1.8592 4.0489
H 1.9897 1.1699 5.3877
H -1.0111 2.7513 4.6097
H -1.9077 1.7089 3.4662
H -1.2312 1.0134 4.9739
H 1.6327 2.7640 1.3825
H -0.1388 2.6629 1.1655
H 0.5309 3.7906 2.3815
H 1.0063 -0.2311 1.5189
H -1.8269 -2.0774 3.5869
H -0.9349 -2.9168 4.8908
H -1.2639 -1.1611 5.0235
H 1.6026 -2.9347 1.4695
H 0.9036 -4.0812 2.6959
H -0.1628 -3.2037 1.5878
H 3.0342 -1.7460 4.2647
H 1.9362 -1.2963 5.6105
H 2.0282 -2.9854 5.0808

Output
M   570.09 Da
LUMO level (spin up / spin down)   4.4 / 3.9 eV
HOMO (spin up / spin down)   0.4 / 1.4 eV
Net charge   -2
HOMO-LUMO gap (spin up / spin down)   0.1482 / 0.0914 hartree


Q: Which value of M does entry 3 give?
A: 554.68 Da


Q: What is the formula in the second record?
A: C30H48BN7Re


Q: Among the records above, which one has the highest net charge?
A: C25H17Cl3GeN5S2W


Q: The lowest net charge belongs to which entry?
A: C17H29BrHgSi2